10
Properties=species:S:1:pos:R:3:mulliken_charge:R:1 method="wB97M-V/def2-TZVPD" e_tot_ev=-20135.124 e_above_lowest_kj_mol=323.1 max_force_ev_per_a=3.24 charge=-1 spin_multiplicity=1 orbital_gap_ev=6.935
C -0.390 0.314 1.579 0.62
C 0.297 0.789 -1.069 -0.12
C -0.362 -0.042 -0.044 0.05
O -0.973 -0.428 2.318 -0.59
O 0.158 1.369 1.676 -0.59
O -1.105 0.569 -0.982 -0.30
S 0.093 -2.842 -0.450 -0.53
H 0.464 1.870 -0.796 0.21
H 0.866 0.250 -1.852 0.25
H 0.953 -1.848 -0.380 0.00



10
Properties=species:S:1:pos:R:3:mulliken_charge:R:1 method="wB97M-V/def2-TZVPD" e_tot_ev=-11347.596 e_above_lowest_kj_mol=0.0 max_force_ev_per_a=1.42 spin_multiplicity=2 orbital_gap_ev="8.939 / 11.333" s_squared=0.754
O -3.506 0.462 1.241 -0.19
C -2.388 0.275 1.337 0.21
C -0.663 -0.786 -0.540 -0.64
O 0.620 -0.784 -0.059 -0.26
C 1.370 0.311 -0.210 0.75
O 1.061 1.288 -0.841 -0.54
O 2.474 0.147 0.497 -0.43
H -0.897 -0.070 -1.326 0.39
H -1.094 -1.784 -0.538 0.34
H 3.023 0.940 0.438 0.36



8
Properties=species:S:1:pos:R:3:mulliken_charge:R:1 method="wB97M-V/def2-TZVPD" e_tot_ev=-21720.701 max_force_ev_per_a=3.48 charge=+3 spin_multiplicity=6 orbital_gap_ev="6.188 / 7.149" s_squared=8.755
C -0.267 0.652 -0.482 -0.17
C -0.357 0.379 0.841 -0.39
H -1.240 -0.169 1.213 0.45
H 0.289 0.870 1.580 0.37
Pm -0.163 2.976 -1.656 2.10
C 0.621 -2.230 0.385 0.31
O 0.809 -2.190 -0.757 -0.22
H 0.308 -0.288 -1.124 0.56



7
Properties=species:S:1:pos:R:3:mulliken_charge:R:1 method="wB97M-V/def2-TZVPD" smiles=C#CC e_tot_ev=-3173.318 e_above_lowest_kj_mol=51.4 max_force_ev_per_a=4.14 spin_multiplicity=1 orbital_gap_ev=10.890
C 1.671 -0.061 -0.026 -0.17
C 0.464 -0.190 -0.087 0.01
C -0.935 -0.032 -0.045 -1.04
H 2.708 0.244 0.037 0.36
H -1.346 1.026 -0.369 0.24
H -1.239 -0.118 0.969 0.29
H -1.323 -0.869 -0.481 0.31



62
Properties=species:S:1:pos:R:3:mulliken_charge:R:1 method="wB97M-V/def2-TZVPD" e_tot_ev=-48861.045 e_above_lowest_kj_mol=142.2 max_force_ev_per_a=4.29 spin_multiplicity=1 orbital_gap_ev=9.203
C 2.292 -0.346 1.138 -0.85
N 0.997 -0.921 0.845 0.17
C 0.016 -0.300 1.854 -1.07
C -1.416 -0.711 1.742 0.09
S -2.270 0.471 2.892 -0.25
H 2.656 -0.818 2.008 0.14
H 2.379 0.751 1.016 0.05
H 3.045 -0.768 0.462 0.50
H 0.732 -0.865 -0.096 0.28
H 0.473 -0.721 2.760 -0.03
H 0.300 0.746 1.884 0.58
H -1.680 -0.490 0.692 -0.21
H -1.793 -1.683 2.037 0.54
H -3.018 -0.462 3.397 0.14
H 3.442 3.069 -0.677 0.35
H 3.763 2.903 -2.042 0.39
O 3.907 3.577 -1.382 -0.67
H 0.474 0.345 4.934 0.27
H -0.504 1.445 4.985 0.28
O 0.321 1.197 4.512 -0.54
H -0.052 -4.735 0.896 0.31
H 0.682 -3.602 0.266 0.35
O 0.284 -4.441 0.026 -0.71
H -2.794 -1.400 -2.374 0.41
H -1.574 -2.211 -2.443 0.16
O -1.934 -1.374 -2.778 -0.63
H -1.809 -3.077 -0.150 0.34
H -3.117 -2.297 0.179 0.32
O -2.713 -2.916 -0.455 -0.63
H -3.515 0.502 -2.812 0.33
H -3.802 1.128 -1.433 0.31
O -3.881 0.298 -1.934 -0.68
H 0.877 -2.778 -3.660 0.36
H 1.650 -1.677 -4.129 0.30
O 0.708 -1.892 -4.085 -0.60
H 2.119 -2.029 3.479 0.32
H 0.753 -2.710 3.446 0.33
O 1.504 -2.492 4.057 -0.65
H -0.459 1.376 0.027 0.22
H -0.017 2.763 0.531 0.43
O -0.794 2.241 0.241 -0.60
H 1.976 3.138 1.323 0.41
H 1.631 3.929 -0.031 0.36
O 1.659 3.038 0.383 -0.76
H -2.062 2.890 -0.904 0.38
H -2.705 3.994 -1.683 0.28
O -2.527 3.057 -1.730 -0.66
H 1.661 3.277 3.588 0.28
H 2.697 2.161 3.568 0.28
O 2.316 2.887 3.024 -0.67
H 2.512 0.940 -2.690 0.37
H 2.461 0.915 -1.262 0.27
O 3.173 0.985 -1.972 -0.75
H 0.315 1.398 -2.825 0.34
H -0.920 2.353 -2.742 0.34
O -0.075 2.230 -3.172 -0.73
H -0.715 -4.342 -2.807 0.30
H 0.424 -4.796 -1.726 0.37
O 0.052 -4.848 -2.596 -0.67
H -0.677 -0.386 -2.281 0.36
H 0.771 -0.868 -2.531 0.22
O 0.262 -0.159 -2.135 -0.45



62
Properties=species:S:1:pos:R:3:mulliken_charge:R:1 method="wB97M-V/def2-TZVPD" e_tot_ev=-40635.159 e_above_lowest_kj_mol=145.8 max_force_ev_per_a=3.36 charge=-1 spin_multiplicity=1 orbital_gap_ev=7.737
C 19.968 -6.502 -25.522 -0.63
C 20.866 -7.207 -24.512 2.01
C 22.084 -6.503 -24.064 -1.00
O 20.074 -7.463 -23.330 -0.47
H 19.093 -7.112 -25.725 -0.36
H 20.485 -6.304 -26.418 0.63
H 19.804 -5.490 -25.100 -0.64
H 21.088 -8.237 -24.868 0.29
H 22.764 -6.277 -24.852 0.54
H 22.605 -7.111 -23.394 0.17
H 21.876 -5.575 -23.542 -0.47
O 19.842 -10.624 -24.943 -0.78
H 19.363 -10.485 -24.107 0.43
H 20.689 -10.237 -24.871 0.23
O 18.239 -9.418 -26.857 -0.62
H 18.709 -9.889 -26.163 0.39
H 17.652 -10.058 -27.286 0.25
O 24.684 -6.231 -21.784 -0.55
H 25.329 -5.858 -21.235 0.24
H 24.742 -5.604 -22.468 0.34
O 21.098 -7.811 -20.940 -0.76
H 20.886 -7.086 -20.399 0.24
H 20.670 -7.632 -21.786 0.23
O 19.505 -5.203 -22.050 -0.80
H 20.213 -4.588 -21.892 0.49
H 19.960 -5.812 -22.626 0.12
O 23.614 -8.925 -21.440 -0.75
H 24.081 -8.193 -21.790 0.31
H 22.790 -8.445 -21.219 0.40
O 21.908 -3.841 -21.915 -0.73
H 22.221 -4.511 -21.258 0.34
H 22.525 -3.943 -22.674 0.30
O 19.366 -2.687 -26.252 -0.66
H 19.046 -1.853 -25.959 0.30
H 19.062 -3.223 -25.525 0.38
O 17.771 -4.689 -27.123 -0.71
H 18.429 -4.029 -27.229 0.43
H 18.196 -5.438 -27.477 0.20
O 24.302 -4.236 -23.542 -0.63
H 24.838 -3.594 -23.076 0.27
H 23.873 -3.812 -24.291 0.29
O 18.043 -7.166 -28.516 -0.64
H 18.822 -7.095 -29.056 0.31
H 18.117 -7.889 -27.918 0.36
O 18.371 -3.717 -23.973 -0.65
H 18.912 -4.222 -23.342 0.32
H 17.499 -3.504 -23.601 0.24
O 18.953 -9.712 -22.586 -0.80
H 19.202 -8.821 -22.843 0.42
H 18.035 -9.669 -22.327 0.26
O 16.213 -6.835 -25.998 -0.73
H 16.762 -6.154 -26.325 0.39
H 16.731 -7.094 -25.245 0.38
O 21.885 -10.374 -22.830 -0.74
H 21.120 -9.824 -22.696 0.20
H 22.608 -9.858 -22.517 0.55
O 21.913 -3.489 -24.776 -0.73
H 21.575 -3.242 -25.634 0.32
H 21.576 -4.381 -24.630 0.37
O 17.377 -6.964 -23.565 -0.69
H 17.093 -6.267 -22.975 0.22
H 18.339 -6.934 -23.659 0.34



11
Properties=species:S:1:pos:R:3:mulliken_charge:R:1 method="wB97M-V/def2-TZVPD" e_tot_ev=-13294.141 e_above_lowest_kj_mol=73.3 max_force_ev_per_a=4.44 charge=+2 spin_multiplicity=2 orbital_gap_ev="11.154 / 6.724" s_squared=0.757
H -2.048 1.250 0.639 0.35
O 0.670 0.947 0.444 -0.31
Ag 2.660 0.875 0.159 1.19
C -0.431 1.131 -0.150 0.20
C -1.588 0.267 0.162 -0.66
H -0.369 1.525 -1.178 0.38
H -2.105 -0.027 -0.763 0.35
H -1.482 -0.361 1.057 0.38
O 2.505 -1.173 -0.059 -0.55
C 1.578 -1.907 -0.064 0.88
O 0.608 -2.528 -0.247 -0.21



12
Properties=species:S:1:pos:R:3:mulliken_charge:R:1 method="wB97M-V/def2-TZVPD" e_tot_ev=-16085.312 e_above_lowest_kj_mol=89.4 max_force_ev_per_a=7.78 charge=+3 spin_multiplicity=2 orbital_gap_ev="6.516 / 9.507" s_squared=0.754
O -0.138 0.134 -1.617 0.07
C -0.104 1.242 -0.723 -0.02
C -0.644 0.858 0.617 -0.73
O 1.107 -2.225 2.919 0.05
C 1.056 -2.366 1.778 0.75
O 0.813 -2.142 0.652 -0.18
Li -0.589 0.440 -3.339 0.92
Al 0.240 -1.195 -0.667 0.65
H -0.722 2.066 -1.131 0.37
H 0.926 1.622 -0.625 0.38
H -1.359 0.026 0.670 0.40
H -0.584 1.540 1.466 0.33



11
Properties=species:S:1:pos:R:3:mulliken_charge:R:1 method="wB97M-V/def2-TZVPD" e_tot_ev=-12934.628 max_force_ev_per_a=18.61 charge=+4 spin_multiplicity=4 orbital_gap_ev="12.363 / 4.866" s_squared=3.831
O 1.320 0.642 1.610 0.05
Au 4.157 -0.272 -0.354 1.34
O 2.636 -0.295 0.137 0.07
C 1.541 -0.022 0.540 0.86
O 0.427 -0.243 -0.233 0.00
C -0.766 -0.059 0.233 0.29
C -1.858 0.059 -0.686 -0.34
H -0.952 -0.202 1.309 0.53
H -2.604 -0.715 -0.450 0.41
H -2.360 1.004 -0.374 0.44
H -1.542 0.104 -1.733 0.34



12
Properties=species:S:1:pos:R:3:mulliken_charge:R:1 method="wB97M-V/def2-TZVPD" e_tot_ev=-15040.948 e_above_lowest_kj_mol=232.9 max_force_ev_per_a=11.09 charge=+1 spin_multiplicity=3 orbital_gap_ev="7.852 / 6.268" s_squared=2.020
O -2.145 -0.262 0.524 -0.46
C -1.564 0.777 0.079 1.04
C -0.460 -1.560 -0.026 -0.20
O -0.884 1.534 0.815 -0.60
O -0.876 0.429 -1.066 -0.29
C 0.138 -0.521 -0.765 -0.39
H -1.152 -2.214 -0.561 0.29
H 0.091 -2.170 0.694 0.29
H 0.902 -0.667 -1.535 0.55
O 3.148 0.780 0.605 -0.39
H 3.765 1.229 1.181 0.37
Au 1.464 0.882 0.587 0.78



Please write out number 2 again, unchanged.
10
Properties=species:S:1:pos:R:3:mulliken_charge:R:1 method="wB97M-V/def2-TZVPD" e_tot_ev=-11347.596 e_above_lowest_kj_mol=0.0 max_force_ev_per_a=1.42 spin_multiplicity=2 orbital_gap_ev="8.939 / 11.333" s_squared=0.754
O -3.506 0.462 1.241 -0.19
C -2.388 0.275 1.337 0.21
C -0.663 -0.786 -0.540 -0.64
O 0.620 -0.784 -0.059 -0.26
C 1.370 0.311 -0.210 0.75
O 1.061 1.288 -0.841 -0.54
O 2.474 0.147 0.497 -0.43
H -0.897 -0.070 -1.326 0.39
H -1.094 -1.784 -0.538 0.34
H 3.023 0.940 0.438 0.36